Record 1
{
  "formula": "C11H18ClIInN2O2P",
  "method": "the ωB97M-V functional and the def2-TZVPD basis",
  "symbols": ["C", "C", "H", "H", "H", "O", "I", "In", "P", "C", "C", "H", "H", "H", "C", "H", "H", "H", "H", "H", "H", "C", "O", "Cl", "N", "C", "C", "C", "N", "C", "C", "H", "H", "H", "H", "H", "H"],
  "coordinates": [[3.128820, -5.248752, -3.214295], [3.049487, -3.749566, -3.270261], [3.743058, -5.669280, -4.032790], [2.110014, -5.662200, -3.283049], [3.567235, -5.547574, -2.248997], [3.492479, -2.920986, -4.000865], [1.708170, -3.008435, -1.463098], [0.936701, -0.572993, -0.337758], [-1.254850, 0.083886, -1.571266], [-1.720559, 1.600832, -2.465101], [-1.541900, -1.223989, -2.779325], [-2.426845, -0.885903, 0.314868], [-3.547881, -0.343150, -0.982493], [-2.797513, 0.847406, 0.132346], [-2.645913, -0.094123, -0.409756], [-1.325927, -2.200448, -2.342072], [-2.594123, -1.179884, -3.080858], [-2.663639, 1.417267, -3.010112], [-0.931083, 1.873572, -3.181209], [-0.898481, -1.066908, -3.649719], [-1.867430, 2.424707, -1.748475], [0.985624, 1.891363, -0.835811], [0.885724, 3.036402, -0.826071], [-0.129089, -1.770770, 1.430452], [0.009037, 3.070236, 5.443175], [0.137858, 2.470861, 4.235951], [-0.760341, 2.760446, 3.174451], [-0.543699, 2.142289, 1.942079], [0.459143, 1.280994, 1.741519], [1.262154, 0.941456, 2.758881], [1.174587, 1.523242, 4.018129], [-0.710900, 3.755605, 5.622128], [0.655537, 2.874146, 6.193692], [-1.599842, 3.452801, 3.291455], [-1.205849, 2.333632, 1.090495], [1.980349, 0.145407, 2.549327], [1.879888, 1.218412, 4.794431]],
  "atomic_forces_ev_per_a": [[-0.297, -0.268, 0.479], [2.457, 2.176, -3.694], [-0.242, 0.695, 0.248], [0.285, 0.150, 0.112], [-0.216, 0.122, -0.243], [-1.711, -2.659, 2.763], [-0.009, -0.145, 0.415], [-2.043, 0.756, 1.177], [-1.524, -0.666, -0.232], [0.654, 0.401, -0.017], [-0.002, -0.078, -0.213], [-0.181, 0.162, -0.156], [0.182, 0.110, 0.119], [-0.007, -0.252, -0.103], [0.223, -0.086, 0.349], [-0.093, 0.031, -0.057], [0.204, -0.096, -0.061], [0.406, -0.040, 0.295], [-0.349, 0.055, 0.124], [-0.104, -0.100, 0.029], [0.055, -0.247, -0.332], [1.144, 4.115, 0.160], [0.022, -3.662, -0.133], [0.665, -0.101, -0.501], [-0.016, -0.060, -0.199], [0.058, 0.165, 0.450], [0.229, -0.425, -0.775], [0.008, 0.407, 1.001], [0.238, -0.859, -1.156], [-0.079, 0.510, 0.875], [-0.205, -0.350, -0.934], [0.165, -0.182, -0.088], [-0.154, 0.030, -0.194], [0.396, -0.283, 0.070], [0.230, 0.091, 0.330], [-0.028, 0.356, 0.254], [-0.359, 0.227, -0.162]],
  "total_charge": 2,
  "orbital_gap_ha": 0.181,
  "lumo_ev": -8.96
}

Record 2
{
  "formula": "C11H18N2",
  "method": "the ωB97M-V functional and the def2-TZVPD basis",
  "symbols": ["C", "C", "C", "C", "C", "C", "N", "C", "C", "C", "N", "C", "C", "H", "H", "H", "H", "H", "H", "H", "H", "H", "H", "H", "H", "H", "H", "H", "H", "H", "H"],
  "coordinates": [[0.127121, 2.963066, 0.338429], [1.298111, 2.018655, 0.115167], [0.947953, 0.784280, -0.745635], [2.116093, -0.212933, -0.773615], [2.069125, -1.289449, 0.342781], [0.874456, -2.287062, 0.345263], [-0.495079, -1.772329, 0.230366], [-1.084901, -1.575286, -0.994261], [-2.179861, -0.837323, -1.214198], [-2.759289, -0.090392, -0.124094], [-3.653872, 0.794837, -0.419441], [-2.169738, -0.329769, 1.110722], [-1.116843, -1.149425, 1.283099], [0.382816, 3.840990, 0.917782], [-0.291106, 3.240638, -0.568271], [-0.621410, 2.499649, 0.975870], [1.636405, 1.519724, 1.086893], [2.172049, 2.476668, -0.298662], [0.875182, 0.991300, -1.854175], [0.121477, 0.286123, -0.284647], [2.186364, -0.787105, -1.695641], [3.090470, 0.271371, -0.665757], [2.003820, -0.830590, 1.359256], [2.971063, -1.831358, 0.307657], [1.012059, -2.940928, -0.553558], [1.026330, -2.864878, 1.304237], [-0.528045, -1.931454, -1.854198], [-2.533595, -0.762211, -2.289945], [-4.211064, 0.924941, 0.388684], [-2.620127, 0.151841, 1.992633], [-0.645962, -1.271599, 2.237250]],
  "atomic_forces_ev_per_a": [[0.931, -0.731, 1.980], [-0.158, -1.916, 1.105], [1.795, 0.476, -1.321], [0.224, -1.188, 1.267], [-2.157, 1.702, 0.903], [1.015, -0.916, -0.639], [-0.008, 0.237, 0.440], [0.803, -0.257, -0.911], [0.437, -0.150, -1.412], [-0.939, 0.924, -3.009], [-0.382, -1.127, -0.668], [-0.078, -0.564, 2.959], [0.426, 0.162, -0.254], [0.435, 0.395, -0.140], [-0.971, 0.631, -1.713], [-0.311, -0.387, -0.277], [-0.360, 1.028, -0.827], [0.494, 0.604, -0.271], [-1.016, 0.375, 1.273], [-0.713, 0.240, -0.456], [-0.233, 0.158, -0.394], [-0.094, 0.282, -0.107], [0.381, 0.135, -0.667], [1.038, -1.007, 0.088], [-0.206, 0.122, 0.928], [-0.682, 0.254, -1.147], [-0.013, -0.488, 0.210], [0.259, 0.141, 1.750], [-0.434, 1.247, 1.296], [0.384, -0.239, -0.375], [0.132, -0.145, 0.388]],
  "total_charge": 0,
  "smiles": "CCCCCCn1ccc(=N)cc1",
  "orbital_gap_ha": 0.305,
  "lumo_ev": 0.69
}

Record 3
{
  "formula": "C11H18N2O6STc",
  "method": "the ωB97M-V functional and the def2-TZVPD basis",
  "symbols": ["Tc", "C", "C", "C", "O", "C", "O", "O", "H", "H", "H", "H", "H", "H", "H", "C", "N", "C", "C", "C", "O", "N", "C", "O", "H", "H", "H", "H", "H", "C", "S", "C", "O", "H", "H", "H", "H", "H", "H"],
  "coordinates": [[-0.364698, -0.348905, -0.109886], [-4.300022, -0.503957, -0.352067], [-3.339650, -0.762531, 0.791564], [-3.991571, -0.713741, 2.159157], [-2.269138, 0.287120, 0.733540], [-2.619197, -2.080155, 0.579360], [-3.062534, -3.166750, 0.582359], [-1.231692, -1.905302, 0.321045], [-4.859239, 0.413868, -0.181941], [-4.995116, -1.341748, -0.407668], [-3.775828, -0.432128, -1.306650], [-4.538504, 0.219736, 2.290111], [-3.261490, -0.835205, 2.962816], [-4.699031, -1.539567, 2.228783], [-2.217471, 0.689313, 1.614191], [4.929321, -1.542615, 0.583914], [3.649638, -1.554601, -0.156562], [3.485151, -2.305512, -1.277583], [2.340851, -2.378102, -2.016896], [1.266342, -1.619842, -1.530521], [0.057748, -1.438407, -1.928500], [1.452283, -0.912727, -0.393236], [2.621237, -0.781503, 0.354123], [2.676360, -0.075230, 1.327602], [5.660349, -2.091197, -0.000899], [4.790393, -2.014201, 1.553207], [5.253432, -0.514791, 0.716993], [4.363051, -2.870527, -1.562011], [2.264538, -2.986919, -2.903567], [-0.068363, 3.662257, -1.744236], [-0.305557, 3.073949, -0.090794], [1.091970, 3.760653, 0.755418], [0.093743, 1.559460, -0.213566], [-0.309282, 4.727356, -1.732705], [-0.780147, 3.138049, -2.379061], [0.961224, 3.491168, -2.052209], [0.885671, 4.824675, 0.887141], [1.995461, 3.595061, 0.172004], [1.149769, 3.273497, 1.727227]],
  "atomic_forces_ev_per_a": [[-1.034, -0.601, -1.398], [0.056, -0.070, -0.030], [-0.025, 0.281, 0.098], [0.014, -0.105, -0.045], [-0.138, 0.050, -0.007], [1.143, -0.305, -0.243], [-0.348, 0.147, 0.139], [-0.837, -0.489, 0.427], [0.009, 0.008, 0.039], [-0.019, 0.030, -0.027], [0.000, -0.039, -0.001], [-0.008, 0.011, -0.029], [0.002, -0.031, -0.007], [-0.011, 0.019, 0.040], [-0.056, 0.139, -0.059], [-0.135, 0.002, -0.107], [0.198, -0.169, -0.164], [0.211, 0.130, 0.276], [-0.459, 0.034, -0.307], [0.909, -0.008, 0.333], [-0.636, 0.530, 0.746], [1.073, 0.063, 0.260], [-0.429, 0.014, -0.121], [0.133, -0.099, -0.040], [0.033, -0.003, 0.031], [0.014, 0.022, 0.019], [0.009, 0.000, 0.027], [-0.026, -0.019, -0.051], [0.033, -0.013, 0.010], [0.002, 0.141, 0.005], [-0.087, -0.464, 0.071], [0.018, 0.077, -0.038], [0.286, 0.694, 0.218], [0.035, -0.004, -0.042], [0.010, 0.018, -0.026], [-0.020, -0.013, -0.041], [0.050, 0.000, 0.002], [0.014, 0.000, 0.034], [0.014, 0.023, 0.008]],
  "total_charge": 2,
  "spin_multiplicity": 4,
  "orbital_gap_ha": [0.248, 0.249],
  "lumo_ev": [-9.01, -9.05]
}

Record 4
{
  "formula": "C11H18NS",
  "method": "the ωB97M-V functional and the def2-TZVPD basis",
  "symbols": ["C", "C", "C", "C", "C", "C", "C", "C", "C", "C", "C", "N", "S", "H", "H", "H", "H", "H", "H", "H", "H", "H", "H", "H", "H", "H", "H", "H", "H", "H", "H"],
  "coordinates": [[2.430510, 0.995570, -0.451230], [2.330328, -0.368779, -0.401342], [1.577987, 1.683275, -1.261028], [1.401046, -1.058797, -1.134421], [0.559755, 0.986801, -1.944278], [0.435029, -0.402490, -1.829259], [-1.768855, 1.296990, 0.601075], [0.249214, 0.649993, 2.447539], [0.075290, -1.762361, 2.010470], [-0.567583, -1.251827, -2.316099], [-1.263894, -0.112158, 0.777034], [-0.424935, -0.404984, 1.741425], [-1.641312, -0.795941, -3.698034], [3.170668, 1.524120, 0.094411], [3.200223, -0.835920, 0.008187], [1.752885, 2.737665, -1.428812], [1.482942, -2.060408, -1.426833], [-0.024641, 1.485792, -2.665935], [-2.495913, 1.377773, -0.337439], [-1.043581, 1.985111, 0.367437], [-2.528258, 1.645001, 1.388624], [-0.499034, 1.389162, 2.962639], [0.941365, 0.380853, 3.234886], [0.925526, 1.323752, 1.663416], [-0.648026, -2.501692, 1.657224], [1.152881, -1.946677, 1.731242], [0.215502, -1.732013, 3.154536], [-0.400992, -2.345637, -2.442065], [-1.627033, -0.911452, 0.197245], [-2.492062, 0.018086, -2.957316], [-2.245447, -2.002178, -3.487443]],
  "atomic_forces_ev_per_a": [[-0.558, 0.229, 0.363], [1.128, -1.061, -0.357], [-1.707, 0.116, -1.621], [1.870, -0.007, 1.027], [1.103, 0.844, 0.538], [-1.353, 0.925, -0.433], [-4.689, -1.739, -1.065], [0.170, 3.629, -1.108], [0.971, 1.207, 2.256], [0.362, -0.604, -1.746], [-1.659, 1.846, -1.964], [2.833, -1.088, 2.737], [-0.202, -0.027, 1.372], [0.696, 0.225, 0.361], [0.032, -0.798, 0.520], [-0.338, 0.035, -0.048], [0.377, -1.698, 0.717], [-0.840, 0.822, -0.514], [1.481, -0.585, 1.528], [1.819, 1.879, 0.045], [1.461, -0.216, -0.543], [1.239, -1.266, -1.132], [-0.048, -0.776, -0.058], [-1.626, -1.453, 1.901], [0.384, -0.008, 0.188], [-1.171, 0.128, -0.633], [-0.763, -0.834, -1.495], [-0.003, 0.940, 0.620], [-0.543, -0.774, -0.459], [0.107, -0.624, -0.551], [-0.534, 0.732, -0.449]],
  "total_charge": 1,
  "spin_multiplicity": 3,
  "orbital_gap_ha": [0.145, 0.247],
  "lumo_ev": [-3.99, -5.58]
}

Record 5
{
  "formula": "C11H18O3",
  "method": "the ωB97M-V functional and the def2-TZVPD basis",
  "symbols": ["C", "C", "C", "C", "C", "C", "C", "C", "C", "C", "C", "O", "O", "O", "H", "H", "H", "H", "H", "H", "H", "H", "H", "H", "H", "H", "H", "H", "H", "H", "H", "H"],
  "coordinates": [[0.969405, 2.114209, 0.744568], [-0.832746, 2.051881, -0.613910], [1.381676, 1.363109, -0.612668], [0.026771, 0.852588, -1.052806], [2.475992, 0.302692, -0.483074], [-0.321437, -0.408822, -0.250166], [2.106490, -0.713266, 0.520598], [2.981699, -1.651072, 1.263601], [-1.853794, -0.123297, 1.688132], [-2.812453, -0.709848, -0.703023], [-1.613671, -0.785000, 0.345835], [-0.352835, 2.340601, 0.662611], [0.766427, -1.057055, 0.334963], [2.820072, -0.448992, -1.697552], [1.181743, 1.469943, 1.533756], [1.432095, 3.118804, 0.771359], [-0.610437, 2.860437, -1.455361], [-1.956019, 1.826975, -0.534666], [1.831761, 2.142042, -1.340100], [-0.029419, 0.633890, -2.058370], [3.461072, 0.715774, -0.067656], [2.871265, -1.296432, 2.286126], [3.988299, -1.494738, 0.971880], [2.627138, -2.635367, 1.216745], [-1.517555, 0.860758, 1.734801], [-1.507455, -0.740602, 2.476688], [-2.914468, -0.038070, 1.823664], [-3.611790, -1.424379, -0.339615], [-2.402600, -0.981855, -1.632912], [-3.261541, 0.363679, -0.828540], [-1.442690, -1.952496, 0.352649], [3.303170, 0.174527, -2.183959]],
  "atomic_forces_ev_per_a": [[2.671, 0.783, -2.862], [-1.061, -0.018, -2.169], [1.488, 1.544, -0.644], [-0.531, -0.431, 2.749], [2.078, -0.863, 1.742], [3.091, 0.735, -0.308], [-2.979, 0.580, -1.971], [-1.306, 2.152, 0.564], [-1.574, -1.498, -0.583], [-0.727, 1.745, 2.348], [-0.251, -2.557, -1.825], [-3.092, 0.878, -0.031], [-0.417, -0.365, 1.083], [-1.520, 0.007, 1.449], [0.626, -0.797, 1.821], [0.616, -0.688, 0.430], [-0.695, -0.942, 1.915], [1.775, 0.597, -0.239], [-1.106, -1.018, 0.858], [-0.146, -0.191, -2.432], [-1.189, 0.141, -0.773], [0.395, -0.435, 0.583], [0.998, -0.260, -0.390], [-0.186, -1.559, -0.246], [1.030, 1.449, 0.107], [0.668, -0.317, 0.877], [-0.849, -0.112, 0.243], [0.774, 0.943, -0.685], [0.149, -0.613, -1.312], [0.661, -2.008, 0.395], [-0.588, 1.962, 0.921], [1.196, 1.157, -1.616]],
  "total_charge": 0,
  "orbital_gap_ha": [0.277, 0.281],
  "lumo_ev": [0.78, 0.78]
}

Record 6
{
  "formula": "C11H18O5",
  "method": "the ωB97M-V functional and the def2-TZVPD basis",
  "symbols": ["C", "C", "O", "C", "O", "C", "C", "C", "C", "O", "C", "C", "O", "C", "C", "O", "H", "H", "H", "H", "H", "H", "H", "H", "H", "H", "H", "H", "H", "H", "H", "H", "H", "H"],
  "coordinates": [[-3.550056, 3.190326, 0.060788], [-2.321867, 3.274069, 0.981744], [-1.423429, 2.176926, 0.690543], [-0.710861, 2.252303, -0.438802], [-0.587589, 3.201675, -1.178607], [0.108040, 1.024636, -0.802397], [0.475150, 0.178897, 0.463963], [1.405116, -0.929098, 0.038379], [2.072687, -1.683745, 1.164977], [1.121985, -2.362128, 2.010066], [1.341412, -3.788292, 1.868601], [2.828632, -3.808352, 1.442139], [3.023435, -2.645697, 0.640399], [-0.641253, 0.214759, -1.852162], [-0.354043, 0.368009, -3.343978], [-1.368935, -0.699900, -1.524077], [-3.232465, 3.244371, -0.977134], [-4.241716, 4.015390, 0.238883], [-4.091947, 2.245831, 0.195874], [-2.681178, 3.242510, 1.982891], [-1.836376, 4.246502, 0.839374], [1.015356, 1.413772, -1.275374], [0.919303, 0.820603, 1.175360], [-0.479329, -0.216114, 0.899465], [0.870775, -1.686874, -0.550745], [2.206169, -0.592380, -0.637584], [2.617309, -0.957861, 1.784553], [0.648708, -4.176663, 1.100572], [1.198759, -4.297869, 2.850500], [3.469294, -3.679669, 2.308721], [3.026658, -4.762656, 0.939868], [-0.651163, 1.359100, -3.680685], [-0.917234, -0.347065, -3.912987], [0.740654, 0.164681, -3.503127]],
  "atomic_forces_ev_per_a": [[0.262, -0.261, -0.032], [-0.753, 0.711, -1.727], [-0.136, 0.181, 0.054], [1.033, 0.347, -0.845], [-0.981, 0.459, 0.618], [0.002, -0.341, 1.330], [-1.628, -0.657, -1.576], [0.262, -1.325, -0.556], [0.226, 0.063, 0.258], [0.625, -0.364, -0.454], [0.660, 0.935, 0.101], [-0.757, -0.317, 0.263], [-1.539, -0.096, 0.258], [-0.302, -1.793, -0.690], [1.021, 0.518, 0.678], [-0.051, 0.580, 0.399], [-0.004, 0.054, -0.107], [0.098, -0.006, 0.128], [0.163, 0.194, 0.103], [0.348, -0.644, 0.976], [0.236, -0.367, -0.079], [-0.150, 0.059, 0.137], [0.578, 0.789, 0.858], [0.956, 0.216, -0.340], [-0.124, 0.183, 0.095], [-0.074, 0.254, 0.306], [0.008, -0.228, 0.246], [0.392, -0.059, 0.305], [-0.079, 0.471, -0.754], [0.075, -0.402, 0.373], [0.410, 0.524, -0.295], [0.452, 0.243, -0.074], [-0.306, -0.451, 0.027], [-0.923, 0.532, 0.018]],
  "total_charge": 0,
  "smiles": "CCOC(=O)[C@@H](CCC1OCCO1)C(C)=O",
  "orbital_gap_ha": 0.388,
  "lumo_ev": 0.87
}